C14H22Cl4F2O12 | ωB97M-V/def2-TZVPD

Properties
- E_LUMO: 0.25 eV
- Gap between HOMO and LUMO: 11.0 eV
- Relative energy (zero: lowest compared OMol25 entry of this formula, charge and spin): 35.01 kcal per mole
- SMILES string: O=C1OC[C@@H](F)O1.O=C1OC[C@@H](F)O1.COC(=O)OC.COC(=O)OC.ClCCl.ClCCl
- E: -3490.017100 a.u.
- Molar mass: 562.1 g mol⁻¹
- Highest occupied orbital energy: -10.7 eV

Structure (XYZ):
```
54
Properties=species:S:1:pos:R:3:forces:R:3:mulliken_charge:R:1
C -0.076875 0.358050 -8.229429 -0.341 -0.163 -0.951 -0.674
O 0.038566 0.160796 -6.835922 -0.837 -0.007 1.462 -0.279
C -1.033481 -0.346690 -6.152607 -1.622 -1.089 -1.764 0.755
O -2.011271 -0.910880 -6.686684 2.782 1.632 1.816 -0.575
O -0.826036 -0.136487 -4.840877 0.741 -0.054 -0.825 -0.226
C -1.570854 -0.909913 -3.923971 -1.631 -0.368 0.610 -0.710
H -1.081581 0.118732 -8.577856 0.103 -0.162 0.048 0.341
H 0.661024 -0.253305 -8.748899 -0.114 -0.237 0.144 0.248
H 0.139309 1.386232 -8.519639 0.006 0.161 0.538 0.244
H -2.638160 -0.783673 -4.105701 -0.029 -0.221 -0.351 0.311
H -1.470883 -0.565451 -2.894669 0.755 0.438 -0.295 0.267
H -1.333107 -1.973664 -3.925269 0.215 0.078 -0.401 0.300
C -1.548240 -8.419004 -2.257781 0.519 -0.929 -0.999 -0.648
O -1.592179 -7.086769 -1.841177 -0.943 1.575 1.711 -0.281
C -2.147124 -6.791754 -0.647371 0.470 0.357 1.699 0.760
O -2.635258 -7.547396 0.176250 0.447 0.611 -1.678 -0.564
O -1.946510 -5.454223 -0.382918 -0.027 -0.982 -0.737 -0.264
C -2.422642 -5.019691 0.883366 -1.018 -0.808 1.350 -0.679
H -2.232967 -8.546793 -3.096186 -0.141 -0.080 0.115 0.258
H -1.726659 -9.187603 -1.505773 -0.103 0.441 0.247 0.338
H -0.535780 -8.511793 -2.650733 -0.031 -0.400 -0.012 0.232
H -3.481870 -5.236639 1.021435 -0.372 0.488 -0.700 0.295
H -2.215005 -3.973984 1.110276 0.196 -0.145 -0.758 0.259
H -2.089985 -5.624703 1.726802 1.007 -0.113 -0.243 0.294
C 4.938385 4.243639 6.620788 0.749 0.021 -0.300 -0.375
C 4.784048 3.891229 8.105863 0.553 0.325 -1.660 0.375
O 3.486166 3.332570 8.135798 0.798 -0.333 1.472 -0.297
C 2.862012 3.497137 6.976228 -4.995 -0.462 -2.125 0.695
O 1.680331 3.182268 6.711908 4.318 0.858 1.406 -0.581
O 3.640349 4.116011 6.085595 -0.009 -0.305 -0.186 -0.308
F 4.883577 5.029178 8.814370 -0.642 0.663 0.927 -0.282
H 5.637761 3.565159 6.132278 -0.179 -0.201 -0.136 0.248
H 5.280969 5.257120 6.411982 0.010 -0.002 0.480 0.264
H 5.588550 3.257980 8.479863 -0.618 -0.568 0.097 0.262
C -3.039227 2.978190 3.113478 1.488 0.027 -0.467 -0.283
C -2.930255 4.129041 2.139832 -2.019 0.482 0.408 0.291
O -3.536794 3.607655 0.949027 0.726 3.254 0.129 -0.327
C -3.671613 2.319472 1.027610 -1.083 -2.514 -0.611 0.714
O -4.160832 1.614263 0.184264 0.808 0.648 0.880 -0.549
O -3.231983 1.912261 2.227312 -0.397 -2.127 0.398 -0.352
F -1.676644 4.530068 1.907124 0.670 -0.084 -0.339 -0.271
H -3.818862 3.061288 3.870692 -0.088 0.008 -0.242 0.287
H -2.054987 2.842559 3.561795 -0.164 -0.005 0.404 0.233
H -3.515701 4.970449 2.510505 0.100 0.291 -0.551 0.258
C 3.487870 2.200948 -4.384982 0.763 -1.037 0.649 -0.101
Cl 5.136813 2.874731 -4.272999 -0.120 0.087 -0.130 -0.171
Cl 2.308294 3.337074 -4.966997 -0.147 0.039 -0.079 -0.133
H 3.559894 1.299333 -4.993258 -0.200 0.437 -0.381 0.245
H 3.265111 1.838262 -3.381517 -0.331 0.461 -0.065 0.159
C 1.383030 0.627492 1.838733 -0.556 0.138 -0.626 -0.066
Cl 2.062276 -0.092652 0.357213 0.258 0.283 0.135 -0.156
Cl 0.849358 -0.656678 2.913841 0.050 0.092 0.364 -0.152
H 2.078293 1.314312 2.321402 0.101 -0.439 -0.065 0.270
H 0.501378 1.176243 1.507586 0.123 -0.060 0.186 0.104
```
Forces are in eV/Å.


C16H36BNO7 | ωB97M-V/def2-TZVPD

Properties
- E_LUMO: 0.59 eV
- Gap between HOMO and LUMO: 9.9 eV
- SMILES string: CCOC(C)=O.CCOC(C)=O.CCOC(C)=O.COCCCBN
- E: -1237.530716 a.u.
- Molar mass: 365.3 g mol⁻¹
- Highest occupied orbital energy: -9.3 eV

Structure (XYZ):
```
61
Properties=species:S:1:pos:R:3:forces:R:3:mulliken_charge:R:1
C 0.615882 0.821965 1.450011 -0.334 0.212 0.067 -0.781
O 0.760613 1.115516 2.822639 0.386 0.066 -0.188 -0.373
C 1.309320 0.076462 3.621148 -0.198 0.322 0.597 -0.219
C 2.408134 0.646497 4.490701 0.478 -0.266 -0.194 -0.652
C 3.558065 1.187897 3.618878 -0.878 0.281 -0.182 -0.683
B 3.390657 2.700097 3.225047 -0.053 0.044 0.258 0.200
N 2.895618 3.642078 4.187298 -0.360 0.107 -1.093 -0.519
H 0.716099 1.752916 0.895328 0.067 0.123 -0.021 0.289
H -0.382757 0.431009 1.246307 -0.032 -0.248 -0.093 0.300
H 1.369984 0.123102 1.093231 0.071 -0.133 -0.026 0.364
H 1.721209 -0.731068 3.015686 -0.101 -0.073 -0.205 0.403
H 0.524856 -0.317183 4.272166 -0.125 -0.227 -0.108 0.108
H 1.998701 1.415058 5.141923 -0.043 0.043 0.154 0.295
H 2.765815 -0.156743 5.134480 -0.055 -0.061 0.138 0.353
H 3.582472 0.606412 2.696836 0.357 -0.246 0.007 0.237
H 4.511562 1.082370 4.136018 0.179 -0.025 -0.036 0.300
H 3.676710 3.094241 2.125974 0.429 0.081 0.138 -0.126
H 2.853577 4.583089 3.822477 -0.040 0.105 0.070 0.232
H 1.962271 3.405851 4.501071 0.222 -0.149 0.697 0.251
O 1.069289 -1.489397 -2.123213 0.021 -0.105 0.044 -0.577
C 0.611520 -0.423167 -2.427095 0.035 0.086 -0.180 0.822
O -0.649567 -0.130702 -2.060520 -0.010 -0.036 0.208 -0.357
C -1.225515 1.170341 -2.232139 -0.106 0.139 -0.116 -0.364
C -1.775476 1.367149 -3.627827 0.075 -0.090 -0.048 -1.004
C 1.397083 0.566838 -3.259724 0.067 0.183 0.246 -0.824
H -0.506835 1.943997 -1.955794 0.024 -0.020 -0.012 0.333
H -2.029823 1.211144 -1.499727 0.008 -0.060 0.029 0.395
H -0.989840 1.306720 -4.380387 -0.014 0.045 -0.023 0.150
H -2.258913 2.339889 -3.717615 -0.014 0.006 0.022 0.392
H -2.507263 0.596452 -3.863716 -0.034 0.018 0.002 0.296
H 1.297167 0.289155 -4.308336 -0.017 -0.003 -0.018 0.097
H 2.442738 0.487661 -2.974373 0.016 -0.126 -0.062 0.319
H 1.090946 1.602292 -3.137660 -0.066 -0.027 -0.085 0.332
O 0.781053 -1.638846 8.165311 0.091 0.053 0.029 -0.558
C -0.187798 -2.208292 7.750821 -0.183 0.077 0.028 0.791
O -0.150765 -2.717640 6.502617 0.181 -0.060 -0.085 -0.390
C -1.180202 -3.548607 5.961905 -0.161 -0.020 -0.064 -0.438
C -2.323682 -2.739904 5.385203 0.026 0.101 0.054 -0.879
C -1.461739 -2.309557 8.559612 0.041 -0.285 0.056 -0.977
H -1.518899 -4.272192 6.705005 -0.013 0.029 0.020 0.381
H -0.688736 -4.112307 5.171194 0.054 0.010 0.009 0.325
H -2.824657 -2.147305 6.150675 -0.028 -0.042 0.019 0.264
H -3.060020 -3.399910 4.926244 0.007 -0.013 -0.012 0.365
H -1.949990 -2.052856 4.626260 0.005 -0.027 -0.033 0.228
H -2.022486 -1.384200 8.433716 -0.008 0.016 -0.010 0.253
H -1.186866 -2.408857 9.606050 0.039 0.121 0.011 0.307
H -2.099568 -3.148587 8.293798 -0.033 0.068 -0.059 0.339
O -3.326941 1.046663 -6.829347 -0.079 0.058 0.078 -0.546
C -2.514311 0.558384 -7.562108 0.080 0.085 -0.103 0.826
O -1.436522 -0.041235 -7.012779 -0.011 -0.072 0.107 -0.351
C -0.483333 -0.784800 -7.777711 0.127 -0.037 -0.084 -0.486
C 0.576685 0.105303 -8.392104 -0.066 0.099 0.011 -0.948
C -2.632340 0.655523 -9.065917 -0.068 -0.281 -0.023 -1.079
H -0.987615 -1.401275 -8.522747 -0.008 0.028 -0.015 0.384
H -0.029161 -1.465735 -7.060098 -0.030 0.004 0.044 0.352
H 0.147911 0.812213 -9.102366 -0.006 -0.036 -0.039 0.272
H 1.319522 -0.497333 -8.914718 0.008 -0.015 0.010 0.380
H 1.079133 0.681190 -7.615066 0.028 -0.026 0.013 0.272
H -2.246568 1.625087 -9.378546 0.011 0.017 0.000 0.272
H -3.686686 0.602851 -9.322645 -0.027 0.116 0.046 0.328
H -2.109718 -0.125716 -9.611349 0.068 0.067 0.006 0.324
```
Forces are in eV/Å.


C4H9NO2 | ωB97M-V/def2-TZVPD

Properties
- E_LUMO: 1.05 eV
- Gap between HOMO and LUMO: 11.1 eV
- Relative energy (zero: lowest compared OMol25 entry of this formula, charge and spin): 39.44 kcal per mole
- SMILES string: [H]/N=C\C.COC=O
- E: -363.022680 a.u.
- Molar mass: 103.1 g mol⁻¹
- Highest occupied orbital energy: -10.0 eV

Structure (XYZ):
```
16
Properties=species:S:1:pos:R:3:forces:R:3:mulliken_charge:R:1
C -2.547596 0.978412 1.134055 -0.027 0.072 -0.024 -1.063
C -1.285254 0.446863 0.516248 0.120 0.037 -0.147 0.201
N -0.660682 0.919075 -0.485493 -0.311 -0.005 0.256 -0.523
C 1.066336 -1.929301 -0.724677 -0.073 -0.068 0.326 0.200
O 0.920030 -1.813190 0.467826 0.091 -0.053 -0.517 -0.524
O 1.871706 -1.202215 -1.489177 -0.095 -0.108 0.040 -0.269
C 2.539404 -0.125382 -0.818150 0.130 0.190 0.081 -0.521
H -2.892072 1.890271 0.634456 0.068 -0.140 0.058 0.321
H -3.342522 0.225270 1.081152 0.130 0.080 0.011 0.271
H -2.384219 1.195979 2.195929 -0.014 -0.043 -0.145 0.265
H -0.853576 -0.447174 0.976357 -0.081 0.129 -0.016 0.360
H 0.555602 -2.682313 -1.342710 0.042 0.074 0.079 0.363
H -1.140783 1.749694 -0.845805 0.043 -0.079 0.023 0.203
H 3.231392 0.290251 -1.550773 -0.101 -0.043 0.116 0.234
H 1.794110 0.613715 -0.514124 0.148 -0.103 -0.023 0.207
H 3.080754 -0.498858 0.054597 -0.069 0.059 -0.119 0.276
```
Forces are in eV/Å.


C5H8O2 | ωB97M-V/def2-TZVPD

Properties
- E_LUMO: 0.90 eV
- Gap between HOMO and LUMO: 9.4 eV
- Relative energy (zero: lowest compared OMol25 entry of this formula, charge and spin): 62.31 kcal per mole
- E: -345.705660 a.u.
- Molar mass: 100.1 g mol⁻¹
- Highest occupied orbital energy: -8.5 eV

Structure (XYZ):
```
15
Properties=species:S:1:pos:R:3:forces:R:3:mulliken_charge:R:1
C 0.553736 1.806509 -0.320780 0.192 -0.410 -0.185 -1.388
C 0.467270 0.371498 0.276402 -0.046 -0.297 -0.277 0.703
O 1.091712 0.446288 1.512206 -0.112 -0.338 0.181 -0.506
C -0.980536 -0.153267 0.208921 -0.248 0.078 0.093 -0.722
C -0.752504 -1.382562 -0.658242 -0.217 0.031 -0.178 -0.436
C 0.669152 -1.550433 -0.240345 0.120 0.083 -0.360 0.253
O 1.283751 -2.558952 -0.044445 0.043 1.775 0.209 -0.479
H -0.007027 2.495271 0.346827 0.199 -0.637 -0.052 0.331
H 1.568387 2.210300 -0.368432 -0.048 -0.324 -0.059 0.344
H 0.072507 1.909275 -1.298766 0.181 -0.273 0.063 0.350
H 1.295508 -0.469304 1.729075 0.177 0.144 0.529 0.358
H -1.306317 -0.438308 1.213487 -0.072 0.016 -0.089 0.277
H -1.686537 0.557041 -0.223446 0.045 0.047 0.177 0.312
H -1.444353 -2.222921 -0.564667 0.215 -0.046 -0.008 0.364
H -0.617100 -1.113208 -1.712638 -0.429 0.152 -0.044 0.238
```
Forces are in eV/Å.


C5H14 | ωB97M-V/def2-TZVPD

Properties
- E_LUMO (spin up / spin down): 4.14 / 4.26 eV
- Charge: -1
- Multiplicity: 2
- Gap between HOMO and LUMO (spin up / spin down): 2.6 / 11.6 eV
- Relative energy (zero: lowest compared OMol25 entry of this formula, charge and spin): 17.56 kcal per mole
- E: -198.804553 a.u.
- Molar mass: 74.2 g mol⁻¹
- <S²>: 0.75
- Highest occupied orbital energy (spin up / spin down): 1.5 / -7.4 eV

Structure (XYZ):
```
19
Properties=species:S:1:pos:R:3:forces:R:3:lowdin_spin:R:1
C -2.937758 -0.519458 -1.249530 -1.746 -0.381 -0.871 0.109
C -1.855773 0.475719 -1.592916 1.042 -0.034 0.230 0.158
H -3.526401 -0.796403 -2.143641 0.583 -0.206 -0.103 0.012
H -2.616931 -1.450221 -0.787719 0.195 0.088 0.094 0.028
H -3.790742 -0.113970 -0.688459 0.627 0.201 0.601 0.010
H -0.883657 0.215176 -1.161211 -0.284 0.134 0.443 0.019
H -1.573559 0.519668 -2.638775 -0.485 -0.005 -0.439 0.034
H -2.115213 1.473684 -1.257660 0.044 0.215 0.041 0.027
C 2.183086 -0.147668 1.371758 0.347 1.898 0.392 0.069
C 2.357072 -0.084535 -0.132144 -0.462 -0.276 -0.305 0.228
C 0.786125 0.208695 1.954157 0.861 -0.622 -0.071 0.105
H 2.553504 -1.052722 1.821982 -0.072 -0.770 -0.254 0.010
H 2.908772 0.579601 1.783228 -0.368 0.021 -0.016 0.012
H 1.698199 0.602432 -0.649551 -0.709 0.123 0.367 0.035
H 0.529516 -0.672671 2.553135 -0.422 0.568 0.514 0.019
H 0.921818 1.145145 2.513717 -0.579 -0.386 0.199 0.019
H 2.080972 -1.080140 -0.509277 0.665 0.301 -0.525 0.050
H 3.303628 0.375708 -0.425364 0.502 -0.943 -0.057 0.040
H -0.022660 0.321962 1.238272 0.259 0.074 -0.238 0.016
```
Forces are in eV/Å.